Record 1
A 2-piece molecular cluster, C4H7NO overall. Source: the Open Molecules 2025 dataset; level of theory: ωB97M-V with the def2-TZVPD basis set.

Results
**E_LUMO**: 0.9 eV
**Frontier orbital gap**: 10.92 eV
**SMILES string**: CC(C)=O.C#N

The geometry in XYZ format:
```
13
Properties=species:S:1:pos:R:3:mulliken_charge:R:1
C 1.73 0.75 0.17 -1.104
C 0.43 0.26 -0.42 0.800
C 0.15 -1.22 -0.31 -1.062
O -0.36 1.03 -0.94 -0.587
H 2.00 1.72 -0.26 0.333
H 1.59 0.88 1.25 0.280
H 2.54 0.04 0.03 0.339
H 0.77 -1.74 -1.05 0.348
H -0.90 -1.44 -0.52 0.327
H 0.43 -1.60 0.68 0.313
C -2.81 0.47 0.44 0.102
N -3.06 -0.42 1.13 -0.398
H -2.52 1.27 -0.21 0.309
```

=====

Record 2
A single C3H2O3 molecule. Source: the Open Molecules 2025 dataset; level of theory: ωB97M-V with the def2-TZVPD basis set.

Results
**E_LUMO**: -0.5 eV
**Frontier orbital gap**: 9.16 eV

The geometry in XYZ format:
```
8
Properties=species:S:1:pos:R:3:mulliken_charge:R:1
O -2.52 0.79 0.14 -0.430
C -1.43 0.75 0.68 0.201
C -0.41 -0.21 0.22 -0.300
O 0.51 0.33 -0.53 -0.149
C 1.47 -0.74 -0.68 0.390
O 2.53 -0.66 -0.17 -0.375
H -1.18 1.30 1.61 0.305
H 1.03 -1.56 -1.27 0.359
```

=====

Record 3
An isolated ion of composition C6H12 and charge +1. Source: the Open Molecules 2025 dataset; level of theory: ωB97M-V with the def2-TZVPD basis set.

Results
**E_LUMO (spin up / spin down)**: -4.5 / -7.7 eV
**Frontier orbital gap (spin up / spin down)**: 10.64 / 9.20 eV
**Total charge**: +1
**2S+1**: 2

The geometry in XYZ format:
```
18
Properties=species:S:1:pos:R:3:mulliken_charge:R:1
C -1.86 1.33 0.23 -0.976
C -0.36 1.29 0.76 -0.730
C 0.34 0.21 0.10 0.943
C 0.35 -1.07 0.72 -0.094
C 0.86 -2.28 0.04 -1.175
C 1.07 0.42 -1.16 -1.447
H -2.49 1.71 1.02 0.333
H -2.18 0.34 -0.11 0.360
H -1.88 1.98 -0.65 0.323
H 0.12 2.23 0.51 0.435
H -0.44 1.05 1.82 0.349
H -0.36 -1.27 1.51 0.398
H 0.18 -2.50 -0.79 0.334
H 1.84 -2.01 -0.35 0.349
H 1.03 -3.06 0.76 0.379
H 2.14 0.33 -0.98 0.432
H 0.97 1.47 -1.43 0.429
H 0.67 -0.17 -1.99 0.359
```

=====

Record 4
A single C21H30ClN3O molecule. Source: the Open Molecules 2025 dataset; level of theory: ωB97M-V with the def2-TZVPD basis set.

Results
**E_LUMO**: 0.5 eV
**Frontier orbital gap**: 9.55 eV
**SMILES string**: CC(C)Cc1cc(CN2CCC[C@@](CO)(Cc3cccc(Cl)c3)C2)[nH]n1

The geometry in XYZ format:
```
56
Properties=species:S:1:pos:R:3:mulliken_charge:R:1
C 7.45 -0.45 1.84 -1.573
C 5.98 -0.33 1.42 0.662
C 5.58 1.14 1.30 -1.208
C 5.75 -1.07 0.10 -0.889
C 4.31 -1.10 -0.27 0.480
C 3.64 -0.31 -1.22 -0.765
C 2.32 -0.70 -1.16 0.531
C 1.11 -0.26 -1.90 -0.881
N 0.00 -0.06 -0.97 0.796
C 0.24 1.07 -0.09 -0.410
C -0.83 1.13 0.99 -0.950
C -2.22 1.20 0.36 -1.282
C -2.44 0.08 -0.66 2.901
C -2.48 -1.29 0.04 -1.582
O -2.83 -2.36 -0.81 -0.516
C -3.75 0.31 -1.45 -1.615
C -4.96 0.39 -0.57 0.563
C -5.44 1.61 -0.12 -0.422
C -6.55 1.68 0.70 -0.628
C -7.21 0.52 1.09 -0.534
C -6.74 -0.69 0.63 0.104
Cl -7.55 -2.15 1.10 -0.229
C -5.63 -0.77 -0.19 -0.605
C -1.27 0.12 -1.66 -2.775
N 2.27 -1.67 -0.22 0.455
N 3.45 -1.92 0.33 -1.163
H 7.61 0.06 2.79 0.397
H 7.73 -1.49 1.96 0.391
H 8.09 0.00 1.09 0.336
H 5.36 -0.80 2.18 0.282
H 5.73 1.65 2.25 0.420
H 4.54 1.23 1.02 0.160
H 6.19 1.64 0.55 0.300
H 6.11 -2.10 0.20 0.377
H 6.32 -0.58 -0.70 0.350
H 4.07 0.44 -1.86 0.365
H 0.81 -1.04 -2.61 0.383
H 1.34 0.66 -2.47 0.231
H 1.22 0.94 0.37 0.095
H 0.25 2.02 -0.65 0.333
H -0.75 0.25 1.63 0.295
H -0.67 2.01 1.62 0.455
H -2.99 1.14 1.14 0.456
H -2.33 2.16 -0.14 0.449
H -3.24 -1.27 0.82 0.526
H -1.50 -1.49 0.50 0.435
H -2.13 -2.49 -1.45 0.369
H -3.65 1.23 -2.02 0.661
H -3.87 -0.52 -2.15 0.442
H -4.95 2.53 -0.42 0.364
H -6.92 2.64 1.04 0.382
H -8.08 0.57 1.73 0.428
H -5.28 -1.73 -0.54 0.546
H -1.38 -0.69 -2.40 0.650
H -1.29 1.07 -2.22 0.371
H 1.44 -2.15 0.10 0.285
```

=====

Record 5
An isolated ion of composition C5H11N2 and charge +1. Source: the Open Molecules 2025 dataset; level of theory: ωB97M-V with the def2-TZVPD basis set.

Results
**E_LUMO**: -3.5 eV
**Frontier orbital gap**: 10.79 eV
**SMILES string**: C[C@H](N)[N+]1(C)C=C1
**Total charge**: +1

The geometry in XYZ format:
```
18
Properties=species:S:1:pos:R:3:mulliken_charge:R:1
C 1.81 0.16 -0.72 -1.134
C 0.76 -0.22 0.39 0.169
N 0.52 -1.58 0.52 -0.518
N -0.71 0.31 -0.04 0.062
C -0.99 1.68 0.48 -0.999
C -1.45 -0.36 -1.09 -0.350
C -1.70 -0.84 0.12 0.058
H 1.37 0.26 -1.67 0.319
H 2.45 -0.70 -0.64 0.392
H 2.29 1.16 -0.46 0.334
H 1.06 0.23 1.41 0.392
H 0.51 -2.13 1.36 0.198
H 0.64 -2.13 -0.26 0.212
H -0.81 1.51 1.46 0.409
H -0.27 2.36 0.06 0.295
H -1.95 1.91 0.17 0.451
H -1.24 -0.44 -2.11 0.352
H -2.30 -1.20 1.02 0.359
```

=====

Calculated ΔE to the lowest compared entry with this formula, charge and spin, 30.6; 83.4; 7.0; 0.7; 96.8 kcal/mol (same order as the records).
Calculated strongest force on any atom, 1.16; 0.93; 2.14; 0.83; 3.53 eV Å⁻¹ (same order as the records).